This record from the Open Molecules 2025 dataset describes 2 unconnected molecules or ions with the total composition C14H18N3O2. The level of theory is ωB97M-V/def2-TZVPD.

Geometry as XYZ:
```
37
C14H18N3O2 | the Open Molecules 2025 dataset | ωB97M-V/def2-TZVPD
C 4.28101 -2.28894 0.60429
N 4.09454 -2.04064 -0.81867
C 3.13506 -2.91968 -1.45213
C 1.75659 -2.94807 -0.78657
C 1.28865 -4.09896 -0.14470
C 0.05995 -4.07204 0.41572
N -0.70423 -2.96977 0.39523
C -0.26379 -1.86109 -0.21451
C -1.19583 -0.66433 -0.22358
C 0.96607 -1.80059 -0.80156
H 5.02150 -1.57588 0.98148
H 3.37444 -2.16564 1.22269
H 4.68528 -3.29292 0.78191
H 3.92704 -1.06524 -1.02618
H 3.00198 -2.59546 -2.49262
H 3.52168 -3.94756 -1.45729
H 1.90819 -4.98775 -0.09920
H -0.34500 -4.95649 0.90048
H -1.61710 -2.99660 0.83536
H -0.75172 0.13824 -0.81439
H -2.10128 -0.98723 -0.75832
H -1.43267 -0.33271 0.79227
H 1.30424 -0.87920 -1.26095
C -3.09159 4.95670 -1.07421
C -2.34026 5.58284 -0.08872
C -1.85370 4.85178 0.98346
C -2.12407 3.49616 1.05165
C -2.87820 2.85976 0.07980
C -3.36383 3.59723 -0.98777
N -1.58859 2.71629 2.17545
O -0.95198 3.30452 3.01828
O -1.81176 1.51446 2.19621
H -3.46612 5.52958 -1.91272
H -2.13132 6.64170 -0.15734
H -1.26967 5.34248 1.74885
H -3.09070 1.80226 0.14333
H -3.95284 3.11276 -1.75502
```

Values from the calculation:
Net charge: +1
HOMO-LUMO gap (Ha): 0.299
HOMO energy (Eh): -0.4504

This record from the Open Molecules 2025 dataset describes 2 unconnected molecules or ions with the total composition H4NOPS2. The level of theory is ωB97M-V/def2-TZVPD.

Geometry as XYZ:
```
9
H4NOPS2 | the Open Molecules 2025 dataset | ωB97M-V/def2-TZVPD
N -0.40704 -0.15833 -1.45492
O 0.35042 -1.59135 1.82219
P -0.12261 1.28244 -0.65338
S -1.17428 2.81498 -1.23037
S 1.52511 1.16398 0.40725
H -0.04782 -0.98210 -1.11316
H -0.94425 -0.20608 -2.22573
H 0.18241 -1.71062 2.74434
H 0.63805 -0.61292 1.70378
```

Values from the calculation:
Expectation value of S²: 2.011
HOMO-LUMO gap (spin up / spin down) (Ha): 0.254 / 0.203
HOMO energy (spin up / spin down) (Eh): -0.2433 / -0.3516
2S+1: 3

Record-wise max |F| values, in eV Å⁻¹: 2.5 3.7